Record 1
Entry from OMol25: a molecular structure, C21H58ClGaN16O32 (the ωB97M-V functional and the def2-TZVPD basis).

```
129
Properties=species:S:1:pos:R:3:forces:R:3
N 7.752515 3.188675 -4.395268 -0.0473 -0.1096 -0.0350
H 1.483324 1.242727 -4.259454 0.0605 -0.1332 0.1282
C 1.718110 0.475250 -3.533267 -0.2593 0.2108 -0.1134
H -6.809269 -5.236131 -1.796231 -0.0219 -0.0502 0.0226
O 10.608689 0.476036 -5.266597 0.2306 -0.1430 -0.1177
N -3.365800 4.006081 6.177672 0.0490 0.0620 -0.0119
O 5.188933 -4.295202 0.368856 0.0132 -0.0863 -0.0094
H 8.561850 -0.520802 4.533713 -0.0285 -0.0070 0.0097
O -5.157470 -3.965958 0.344989 0.2394 -0.1775 0.0906
H 5.384141 2.147753 -0.357679 -0.1012 0.0161 -0.0057
N 2.617880 2.405022 1.583438 -0.3557 -0.0370 -0.1125
H -12.942662 -1.715424 4.094423 0.0271 0.0132 0.0056
C 8.043592 2.061349 -5.322626 -0.1064 -0.0667 0.0657
O 4.735637 0.655746 -3.103951 0.3916 0.1891 -0.0170
C 1.207686 1.950615 1.382457 0.1815 0.0229 0.1752
N 11.718281 0.040690 -5.033650 -0.0595 0.0102 0.1043
O 1.702861 -6.693662 -0.680084 0.0239 -0.0164 0.0389
C 12.010151 -0.293122 -3.612383 0.1305 -0.0467 0.0112
H -6.619923 0.537796 1.956351 0.0751 -0.0736 0.2417
H -4.894009 -0.462700 -0.335448 0.0633 -0.1518 -0.0056
C -5.676209 0.558618 1.394497 -0.5123 -0.0041 -0.3470
O 3.854335 0.500493 -1.155432 0.0725 0.0066 0.1374
O -11.849848 -3.741484 6.286593 -0.0238 -0.0402 0.0462
H 9.628926 -1.280979 3.306581 0.0031 0.0070 -0.0654
H -3.423210 2.119989 -1.327552 -0.0727 -0.2443 0.0021
O 1.585493 4.433750 -5.967686 0.0310 0.0966 -0.1107
C -2.714909 4.083190 4.838379 -0.0917 -0.1946 -0.1853
O 6.834199 3.921380 -4.685505 0.0190 0.0724 0.0065
O 0.536880 -0.774807 -2.004931 -0.0213 -0.2672 -0.2152
C -9.039350 -0.848632 4.072586 0.0225 0.1781 -0.0806
H 0.465055 2.960131 -8.336301 -0.0143 -0.0640 0.0172
O 3.289186 1.861147 2.440977 0.1115 -0.0333 0.0453
N 1.186464 -5.809677 -1.339482 0.0031 -0.0219 0.0630
H 5.887994 -4.616593 2.649562 0.0295 0.0255 -0.0225
H -12.673359 -3.470220 3.855329 -0.0143 -0.0409 0.0205
H -3.756116 -5.418945 2.153857 -0.0452 0.0566 0.0154
H -7.915938 -4.745563 -0.481430 -0.0032 -0.0401 0.0038
C -12.961547 -2.694218 4.557295 0.0019 0.0910 -0.0616
H -1.772101 1.609733 1.720896 -0.1557 -0.0003 0.2729
C -1.478200 0.331953 0.216546 0.0667 -0.0175 0.9078
H 1.120271 1.600715 0.357999 0.1060 0.0924 0.0377
H -6.644300 -0.290351 -0.330159 -0.0871 -0.1209 -0.0275
O -0.574115 0.592535 -3.248105 -0.1018 -0.1595 -0.1675
H 1.002837 1.154265 2.086470 0.0193 -0.0431 -0.0074
H 11.288746 -1.043064 -3.303442 -0.0528 0.0401 0.0135
H 8.873831 1.497483 -4.927013 -0.0904 0.1023 0.0419
H -2.121713 -5.878752 2.744572 0.0241 0.0158 -0.0089
C -0.863721 -0.961415 0.796412 0.0682 0.7049 -0.4523
C 2.486519 6.314514 -3.491676 -0.0746 0.1118 0.0139
O -3.986456 3.005993 6.474763 -0.0080 -0.0495 -0.0021
Ga -3.531412 2.355077 0.291799 0.0355 0.5750 -0.4403
H 1.568987 5.827862 -3.174066 0.0103 -0.0683 -0.0101
N 0.448227 0.052131 -2.890591 0.0270 0.2242 0.1721
H -6.088335 1.951330 -0.166574 -0.2415 0.2861 0.0862
O -3.160600 5.196880 -0.012468 0.0194 0.0587 -0.0141
C 0.086385 3.483089 -7.463818 -0.0707 0.1168 0.0037
Cl -6.271173 3.175285 1.864069 -0.1316 0.0709 0.0057
H 7.142500 1.456294 -5.379136 -0.0589 0.0751 -0.0383
C -2.922258 4.256208 0.782685 -0.3453 -0.1423 -0.3615
H -3.119549 4.933304 4.297464 0.0404 0.0014 -0.0384
H 2.338357 0.848957 -2.732815 0.0411 -0.0594 0.0023
C 8.668404 -0.812483 3.496493 -0.0201 0.0550 0.0987
N -2.370151 1.019322 1.148835 -0.0379 -0.0185 -0.3083
N 4.461807 -3.935382 1.273674 0.0208 0.1416 0.0850
O 3.018096 3.298560 0.865293 0.1728 -0.0404 -0.0342
O -7.445094 -1.968696 2.855179 0.0284 -0.2854 -0.0158
O -11.327728 -1.694825 5.856430 -0.0747 -0.0154 0.1502
H 0.840667 -3.743006 -1.526097 -0.0416 -0.0257 -0.0114
H 4.945799 -3.185054 3.156488 -0.0603 0.0276 0.0183
H -1.652580 4.220589 5.011738 0.0053 0.0904 -0.0182
H -8.921785 -1.512061 4.922345 0.0695 0.0120 0.0257
O 8.449471 3.295536 -3.403936 0.0233 0.0252 0.0607
N -2.329443 -3.900239 2.072776 0.0121 0.1081 -0.0404
O 3.390137 -3.390996 1.134706 0.0268 0.0476 0.0012
H 0.555622 2.805174 1.544569 -0.0829 0.1072 -0.0891
N -8.588580 -1.590052 2.865067 0.0215 0.2332 -0.0054
C 4.910613 -4.152361 2.674156 0.0202 -0.2453 -0.0500
H -0.745410 -0.852796 1.875408 0.0754 -0.0485 0.0719
O 3.737241 5.099043 -1.979425 0.1319 -0.1301 -0.0970
O -3.063673 -2.951976 1.979311 -0.0916 -0.0152 0.1673
C -5.514254 1.936645 0.759980 0.5628 -0.4586 0.0971
O -1.177523 -3.946424 1.670317 0.0103 -0.4070 0.0872
N 1.134567 3.399571 -6.411851 -0.1003 0.0066 0.1426
H -1.478671 -1.829305 0.609571 -0.0415 -0.0050 -0.0464
H 11.880673 0.617861 -3.036252 -0.0718 -0.0008 0.0057
O 3.877159 7.243696 -1.886211 0.0880 0.0294 -0.0665
C 5.599392 1.993238 -1.408640 0.0896 0.1836 0.0982
N 3.451723 6.210318 -2.364350 -0.0993 0.0768 0.1317
H -10.072764 -0.565823 3.930018 -0.0167 0.0092 -0.0157
H 8.278787 2.491237 -6.291374 -0.0644 0.0159 -0.0200
H 5.443477 2.907674 -1.975513 -0.0064 -0.0091 -0.0377
H -0.619241 0.983588 -0.022529 -0.3212 -0.0763 -0.5353
O 12.587255 -0.136254 -5.856610 0.0543 -0.0128 -0.0304
H -8.398574 0.023711 4.174193 0.0858 -0.0412 -0.0223
H 2.413396 -4.212888 -0.811521 0.0303 -0.0184 0.0772
H 0.108264 -1.083982 0.311971 0.1075 -0.4022 0.2170
O -5.871942 -5.997014 0.499045 0.0319 -0.0218 -0.0003
H -13.930043 -2.913462 4.995571 0.0040 -0.0651 0.0031
H -5.873862 -1.505752 0.731518 0.0334 -0.0744 -0.0567
H -4.839234 0.328024 2.053460 -0.0281 0.0149 0.1285
O 0.562106 -6.001169 -2.362642 -0.0143 0.0253 -0.0506
C -5.778988 -0.510524 0.302286 0.2540 0.3831 0.0468
N -5.900759 -4.862423 0.044960 -0.2241 0.0965 -0.0825
N 7.617354 -1.819637 3.185311 -0.0331 0.1145 0.0230
H -6.852324 -3.523822 -1.250176 0.0135 0.0217 0.0335
H -0.796145 2.986303 -7.071722 0.0165 -0.0465 -0.0004
H 4.172559 -4.792682 3.148878 -0.0542 0.0425 -0.0132
H 8.512995 0.028518 2.828069 0.0182 -0.0160 -0.0428
H 2.328675 7.366583 -3.693695 -0.0094 0.0137 0.0249
O -9.397328 -1.754793 1.965569 -0.0743 -0.1419 0.0107
H 2.909782 5.800400 -4.347600 0.0124 -0.1140 0.0596
H 2.175872 -0.394620 -3.992366 0.0370 -0.0484 0.1033
H 0.914016 -4.363746 0.146860 0.0529 -0.0183 0.0352
N 4.658735 0.971647 -1.927639 -0.2004 -0.2283 0.0572
O 6.855373 -2.134704 4.075328 0.1069 0.0198 0.1129
H -2.008918 0.101579 -0.705802 0.0865 0.0777 -0.1480
N -11.963198 -2.707872 5.662661 -0.0070 0.0166 -0.1094
O 1.458230 2.289378 -6.054459 0.1025 0.0066 -0.2865
C 1.350357 -4.415774 -0.846258 -0.2272 0.1235 -0.2224
H -2.913277 3.171466 4.290124 -0.0517 0.0135 -0.0208
C -6.958282 -4.562111 -0.958248 -0.0178 0.1111 -0.0429
O -2.316482 4.370091 1.887722 0.5183 0.0168 0.7955
O -3.234929 4.963957 6.923302 0.0242 0.0539 0.0183
O 7.589912 -2.252040 2.054365 0.0351 -0.0605 -0.0576
H -0.103286 4.528671 -7.671731 0.0093 0.0168 0.0227
H 13.025316 -0.665227 -3.553629 0.0125 -0.0008 -0.0235
H -3.182430 -4.823161 3.736486 -0.0597 0.0312 -0.0160
C -2.888464 -5.112832 2.732229 0.0826 -0.1112 -0.0130
H 6.606243 1.613249 -1.558400 0.0029 0.0104 -0.1043
```
Forces are in eV/Å.

The HOMO energy is 0.38 eV. The energy comes out at -6502.25280 hartree. Its charge is -2. Its multiplicity is 1. The HOMO-LUMO gap is 1.38 eV. The maximum force is 0.950 eV Å⁻¹.

Record 2
Entry from OMol25: a molecular structure, C9H14GeIN2O5RhS4 (the ωB97M-V functional and the def2-TZVPD basis).

```
37
Properties=species:S:1:pos:R:3:forces:R:3
C 2.642789 -2.151570 1.386156 -0.1243 0.0151 0.7062
O -0.791156 1.245191 2.598456 0.1600 0.0722 -0.3239
C -4.168394 0.207660 0.119306 0.2260 -0.0909 0.0290
H -2.639799 0.463947 -2.668376 -0.0336 -0.0357 0.0105
H -2.547241 -3.251045 -1.346876 -0.0013 0.0058 0.0262
H -1.237353 -0.630812 -2.632275 -0.0019 -0.0145 -0.0006
H -4.074512 -2.460094 -1.770989 -0.0097 0.0291 0.0155
Ge -2.556036 -0.824912 -0.424343 -0.3208 -0.0880 -0.2627
H 4.419694 2.295905 0.228740 -0.0602 0.0278 0.0766
H -4.926394 0.115712 -0.664262 0.0237 -0.0323 0.0077
Rh 0.376269 0.046123 1.021497 -0.6235 -0.1147 0.0345
S 1.373989 -1.065226 -0.787747 0.1454 -0.0459 0.3016
S 3.657485 -2.946403 -0.958754 -0.0338 -0.0319 0.0522
H 3.789140 3.063125 -1.330970 0.0122 0.1019 0.0426
N -1.517503 1.972848 1.869103 -0.4031 -0.0358 -0.0020
C 4.508116 -3.749543 0.364761 0.1291 0.1528 -0.0027
H -4.582897 -0.175162 1.053693 0.0047 -0.0255 -0.0141
H -3.818013 -3.067905 -0.126259 0.0108 0.0055 0.0106
I 4.080145 5.498527 0.445397 -0.0019 0.1272 -0.0227
C 3.595533 2.700882 -0.334434 0.3840 -0.2048 -0.2279
C 2.273511 2.313030 0.008309 -0.4751 -0.1390 0.3653
O -2.394468 2.686273 2.352257 0.3960 -0.1945 -0.1389
O 2.022201 1.527123 0.958228 0.2830 0.1564 -0.1161
H -1.166989 -2.134229 1.353344 -0.0740 0.0009 0.0480
C -1.839222 0.062914 -2.043615 -0.0010 -0.0604 0.2386
S 3.911864 -3.243229 1.944443 -0.0819 -0.0001 -0.0500
H -3.933172 1.261469 0.258520 0.0765 0.0239 0.0216
C 2.530464 -2.009458 0.019226 -0.1955 0.1369 -0.6369
N 1.257596 2.807336 -0.758200 -0.1428 -0.1192 -0.0510
H 0.321188 2.670360 -0.400111 -0.0205 -0.0019 0.0798
O 5.424318 -4.520793 0.204048 -0.0786 -0.0588 -0.0133
O -1.343740 1.906259 0.617788 0.0755 0.1376 0.1441
S 1.644045 -1.417809 2.537908 0.2102 -0.0716 -0.3216
C -3.332394 -2.587562 -0.978425 0.1567 0.1936 -0.0194
H 1.427120 3.653274 -1.273954 0.0982 0.0437 0.0475
H -1.199953 0.888312 -1.725585 -0.0267 -0.0204 -0.0502
C -1.186237 -1.150504 0.883977 0.3185 0.1557 -0.0039
```
Forces are in eV/Å.

The HOMO energy (spin up / spin down) is -1.70 / -2.72 eV. The energy comes out at -4914.91326 hartree. The expectation value of S² is 6.033. Its charge is -2. Its multiplicity is 5. The HOMO-LUMO gap (spin up / spin down) is 6.02 / 6.02 eV. The maximum force is 0.717 eV Å⁻¹.

Record 3
Entry from OMol25: a molecular structure, C17H19BCeN6O2 at a distorted geometry (the ωB97M-V functional and the def2-TZVPD basis).

```
46
Properties=species:S:1:pos:R:3:forces:R:3
H 1.279992 -1.409338 -4.750507 0.1841 -0.3214 0.0952
H 0.491083 0.209967 7.321176 0.2477 -0.0672 -0.1479
Ce -0.312892 0.239074 0.209269 1.3428 1.2913 -1.1530
N -1.913123 0.035396 -3.363855 -0.2315 -0.2087 1.4323
C -1.862132 -1.760789 0.878107 -0.2352 -2.4841 0.2008
N 0.558195 -0.762881 -1.691479 0.2520 -0.3148 0.0578
H 2.529783 -3.069519 -2.896453 0.1708 -0.1891 -0.0220
C 1.404549 -1.814199 -1.467944 -0.3445 0.5982 -1.4383
N -0.183649 1.816767 -2.941095 0.1437 -0.1382 0.6098
C -3.405995 -0.497633 -1.836578 1.0531 0.3413 -1.3266
C 1.232601 -1.462869 -3.672004 -0.2093 0.2963 0.7229
H 0.343414 3.555743 -0.267591 -0.0387 0.0634 0.1861
H -1.740144 -1.994697 1.958085 -0.4970 0.2940 -0.7014
H -5.036459 -0.827011 -3.244316 -0.3117 -0.0597 -0.3519
H 2.865479 -0.564674 7.556642 -0.0985 0.0236 -0.2549
H -0.308490 0.584986 -4.910491 0.0330 -0.0495 0.9193
H -3.743136 -0.651543 -0.836817 -0.6833 -0.1688 0.1257
C 1.117153 0.056776 6.444425 0.3138 -0.0248 -0.3191
H 1.627802 -2.135355 -0.451564 0.1336 -0.0101 -0.3012
C -3.045983 -0.231946 -4.021380 1.0620 0.3350 0.4807
H -2.300279 -0.776527 0.708654 0.2845 0.1633 0.1037
H -3.088016 -0.154821 -5.085134 -0.0970 0.0085 -0.4062
C 0.466849 3.891350 -2.484535 -0.0456 -0.1796 0.7415
B -0.474704 0.485829 -3.695478 -0.1098 0.2126 -0.2371
O 1.540329 0.035967 1.670970 -1.5479 0.1830 -0.9988
H -2.655630 -2.340006 0.378061 0.1900 -0.2993 0.7033
C 3.261199 -0.559654 5.430653 -0.2403 0.1689 -0.0852
C 0.209966 2.973756 -3.505796 -0.1614 -0.4539 0.6691
H 4.290254 -0.906313 5.527637 -0.3014 0.1713 0.0475
C 0.817379 0.249835 2.726163 0.4618 -0.1516 1.0344
H -0.949989 -2.224601 0.367597 -0.7791 1.2973 0.1079
H 0.305853 3.033900 -4.607025 -0.1507 0.0906 0.9960
C 2.735584 -0.292954 4.168158 0.2849 -0.2054 0.4479
H 3.329651 -0.382491 3.262212 -0.0290 -0.1017 0.2623
N -2.128792 -0.131727 -1.998257 0.1397 0.2633 0.5955
C 1.400011 0.096776 4.065718 -0.0973 0.1028 -1.1065
N -0.163655 1.904473 -1.535040 0.4029 1.3592 -1.1009
N 0.457687 -0.574897 -3.049163 0.4564 -0.4085 0.6538
C 2.454050 -0.375512 6.565698 -0.3547 0.0926 -0.2654
C -4.012041 -0.569494 -3.090114 -0.9605 -0.3268 1.0305
C 1.847410 -2.267499 -2.708639 0.1073 -0.2287 0.3119
C 0.591910 0.290219 5.175800 0.0725 -0.0906 0.6632
H 0.797365 4.922691 -2.610997 -0.1595 -0.4727 0.1765
O -0.432172 0.541817 2.571643 0.2971 -0.0897 -1.4877
H -0.424361 0.620379 5.009432 -0.0447 -0.0391 0.2561
C 0.226090 3.193247 -1.273842 0.0950 -0.2725 -1.9280
```
Forces are in eV/Å.

The HOMO energy (spin up / spin down) is -14.53 / -14.52 eV. The energy comes out at -1637.70448 hartree. Its charge is +2. Its multiplicity is 1. The HOMO-LUMO gap (spin up / spin down) is 5.95 / 3.36 eV. The maximum force is 2.503 eV Å⁻¹.

- The lowest energy belongs to which entry?
  C21H58ClGaN16O32